# C4H7N2

An isolated ion of composition C4H7N2 and charge +1 (wB97M-V/def2-TZVPD, the OMol25 dataset).

```
13
Properties=species:S:1:pos:R:3
C -0.58 1.39 -0.02
C 1.90 0.63 -0.01
C -1.49 -0.64 -0.02
C 0.06 -0.95 -0.02
N -1.60 0.73 -0.03
N 0.69 0.28 0.10
H -0.32 2.45 0.00
H 2.60 -0.11 0.01
H 2.17 1.61 -0.11
H -2.25 -1.24 -0.77
H -1.88 -1.15 0.91
H 0.24 -1.62 0.90
H 0.44 -1.38 -0.93
```

Properties
Structure (SMILES): C=[N+]1C=NCC1
Gap between HOMO and LUMO: 10.519 eV
Energy relative to the best compared isomer or geometry (same formula, charge and spin): 80.1 kcal/mol
Charge: +1
Electronic energy: -265.7808 Ha



# C4H7N2

An isolated ion of composition C4H7N2 and charge +1 (wB97M-V/def2-TZVPD, the OMol25 dataset).

```
13
Properties=species:S:1:pos:R:3
C 0.35 -0.26 0.05
C 2.80 -0.05 -0.06
C -0.80 0.92 0.09
C -1.75 -0.30 0.03
N 1.60 -0.23 0.21
N -0.59 -1.18 0.01
H 3.16 0.02 -1.08
H 3.53 0.01 0.74
H -0.79 1.47 1.02
H -0.77 1.56 -0.78
H -2.37 -0.43 0.92
H -2.36 -0.37 -0.86
H -0.52 -2.19 0.01
```

Properties
Structure (SMILES): C=NC1=[NH+]CC1
Gap between HOMO and LUMO: 10.316 eV
Energy relative to the best compared isomer or geometry (same formula, charge and spin): 56.7 kcal/mol
Charge: +1
Electronic energy: -265.8181 Ha



# C4H7N2

An isolated ion of composition C4H7N2 and charge +1 (wB97M-V/def2-TZVPD, the OMol25 dataset).

```
13
Properties=species:S:1:pos:R:3
C -1.49 0.07 -0.05
C 1.24 0.05 0.90
C 0.83 0.74 -0.28
C 0.65 -0.82 -0.20
N -0.91 1.19 -0.37
N -0.77 -1.01 -0.08
H -2.56 0.10 -0.14
H 2.30 0.00 1.03
H 0.79 -0.01 1.96
H 1.49 1.09 -1.07
H 1.11 -1.41 -0.89
H -1.53 1.93 -0.74
H -1.14 -1.92 -0.09
```

Properties
Structure (SMILES): C1=[NH+][C@@H]2C[C@@H]2N1
Gap between HOMO and LUMO: 11.421 eV
Energy relative to the best compared isomer or geometry (same formula, charge and spin): 74.2 kcal/mol
Charge: +1
Electronic energy: -265.7903 Ha



# C4H7N2O

An isolated ion of composition C4H7N2O and charge +1 (wB97M-V/def2-TZVPD, the OMol25 dataset).

```
14
Properties=species:S:1:pos:R:3
C -1.01 -0.89 0.14
C 0.36 1.04 -0.88
C 1.38 -0.73 0.63
C 0.12 0.09 0.35
N -3.44 0.66 -0.24
N -2.52 0.07 -0.09
O -1.26 -1.99 0.29
H 0.40 0.44 -1.82
H 1.30 1.65 -1.02
H -0.45 1.80 -0.81
H 1.46 -1.15 1.69
H 1.57 -1.67 -0.02
H 2.19 -0.01 0.46
H -0.11 0.69 1.33
```

Properties
Structure (SMILES): CC(C)C(=O)[N+]#N
Gap between HOMO and LUMO: 10.917 eV
Energy relative to the best compared isomer or geometry (same formula, charge and spin): 58.9 kcal/mol
Charge: +1
Electronic energy: -341.0425 Ha



# C4H7N2O2

An isolated ion of composition C4H7N2O2 and charge +1 (wB97M-V/def2-TZVPD, the OMol25 dataset).

```
15
Properties=species:S:1:pos:R:3
C -1.01 0.05 -0.09
C 2.87 -0.50 0.35
C 1.68 0.30 0.07
C -2.56 0.07 -0.32
N -0.38 1.29 -0.15
N -0.37 -0.97 0.21
O 2.12 -0.24 -0.99
O 0.92 1.09 0.62
H 3.80 0.00 0.36
H 2.99 -1.48 0.68
H -2.92 1.07 -0.13
H -2.79 -0.81 0.21
H -2.64 -0.14 -1.47
H -0.81 2.09 0.40
H -0.90 -1.81 0.23
```

Properties
Gap between HOMO and LUMO: 10.995 eV
Energy relative to the best compared isomer or geometry (same formula, charge and spin): 116.1 kcal/mol
Charge: +1
Electronic energy: -416.1747 Ha



# C4H7N2O2

An isolated ion of composition C4H7N2O2 and charge +1 (wB97M-V/def2-TZVPD, the OMol25 dataset).

```
15
Properties=species:S:1:pos:R:3
C -3.61 -0.16 -0.13
C -0.52 -0.20 0.49
C -0.60 1.21 -0.03
C -1.01 -0.02 -0.92
N -2.77 -0.12 -1.02
N 0.90 -0.69 0.37
O -4.23 -0.16 0.85
O 0.60 1.85 -0.34
H -1.13 -0.59 1.29
H -1.39 1.76 0.38
H -3.13 -0.19 -2.04
H 0.97 -1.57 -0.15
H 1.27 -0.91 1.28
H 1.47 0.29 0.15
H 0.33 2.65 -0.98
```

Properties
Gap between HOMO and LUMO: 8.463 eV
Energy relative to the best compared isomer or geometry (same formula, charge and spin): 115.8 kcal/mol
Charge: +1
Electronic energy: -416.1752 Ha



# C4H7N2OS

An isolated ion of composition C4H7N2OS and charge +1 (wB97M-V/def2-TZVPD, the OMol25 dataset).

```
15
Properties=species:S:1:pos:R:3
C -1.57 -0.06 -0.14
C -1.41 1.30 -0.14
C -0.56 -0.95 -0.26
C 1.71 -1.09 0.49
N 0.70 -0.61 -0.20
N -0.53 2.08 -0.65
O 2.94 -1.11 -0.10
S 1.74 -1.63 2.09
H -2.64 -0.44 -0.01
H -2.33 1.73 0.06
H -0.82 -2.02 -0.28
H 0.30 1.76 -1.21
H -0.81 3.11 -0.90
H 2.89 -0.77 -1.01
H 0.41 -1.30 2.26
```

Properties
Gap between HOMO and LUMO: 8.600 eV
Energy relative to the best compared isomer or geometry (same formula, charge and spin): 24.8 kcal/mol
Charge: +1
Electronic energy: -739.2645 Ha



# C4H7N2P

One molecule with the formula C4H7N2P (wB97M-V/def2-TZVPD, the OMol25 dataset).

```
14
Properties=species:S:1:pos:R:3
C 0.83 -0.77 -0.09
C -0.91 0.87 -0.45
C 0.83 -2.27 -0.12
C -1.81 1.90 0.01
N 1.98 -0.11 0.00
N -0.30 -0.11 -0.16
P 2.15 1.48 -0.04
H 0.92 -2.63 -1.14
H -0.10 -2.65 0.30
H 1.67 -2.64 0.45
H -2.13 2.54 -0.81
H -1.31 2.51 0.77
H -2.70 1.45 0.46
H 3.55 1.41 0.04
```

Properties
Gap between HOMO and LUMO (alpha / beta): 6.782 / 6.791 eV
Energy relative to the best compared isomer or geometry (same formula, charge and spin): 59.0 kcal/mol
Electronic energy: -607.3653 Ha



# C4H7N2P

One molecule with the formula C4H7N2P (wB97M-V/def2-TZVPD, the OMol25 dataset).

```
14
Properties=species:S:1:pos:R:3
C -1.02 -1.75 -0.10
C -1.51 -0.53 -0.35
C 0.82 0.20 0.11
C 1.79 1.30 0.12
N 0.25 -2.09 0.11
N 1.10 -1.05 0.22
P -2.14 0.98 0.22
H -1.66 -2.62 -0.24
H 1.36 2.17 0.61
H 2.72 1.02 0.63
H 2.03 1.57 -0.91
H 2.05 -1.41 0.39
H -3.50 0.61 0.18
H -2.25 1.63 -1.02
```

Properties
Gap between HOMO and LUMO (alpha / beta): 7.170 / 7.169 eV
Energy relative to the best compared isomer or geometry (same formula, charge and spin): 126.8 kcal/mol
Electronic energy: -607.2573 Ha



# C4H7N2P

One molecule with the formula C4H7N2P (wB97M-V/def2-TZVPD, the OMol25 dataset).

```
14
Properties=species:S:1:pos:R:3
C 0.84 -1.48 0.47
C -0.24 -0.80 0.81
C -0.91 -0.03 1.87
C -0.19 -0.20 -2.52
N -0.65 -1.34 -0.36
N -1.23 -0.45 -1.47
P -2.85 -0.11 -1.47
H 1.82 -1.83 0.32
H -0.50 -0.29 2.93
H -2.08 -0.03 1.87
H -0.61 0.95 1.64
H -0.12 0.82 -2.75
H 0.79 -0.58 -2.02
H -0.49 -0.62 -3.43
```

Properties
Gap between HOMO and LUMO (alpha / beta): 6.816 / 6.816 eV
Energy relative to the best compared isomer or geometry (same formula, charge and spin): 156.4 kcal/mol
Electronic energy: -607.2101 Ha



# C4H7N3

C4H7N3 as an isolated structure (wB97M-V/def2-TZVPD, the OMol25 dataset).

```
14
Properties=species:S:1:pos:R:3
C 1.02 -1.89 -0.33
C 1.76 -0.75 -0.26
N -0.50 0.20 1.16
C -0.92 1.06 0.26
N -0.35 1.20 -0.92
C -2.15 1.84 0.58
N -3.15 2.36 0.85
H 0.40 -0.72 -0.82
H 0.38 -2.18 0.50
H 1.28 -2.63 -1.08
H 2.46 -0.53 -1.06
H 1.69 -0.08 0.60
H -1.09 0.20 1.98
H -0.82 1.92 -1.47
```

Properties
Gap between HOMO and LUMO: 7.157 eV
Energy relative to the best compared isomer or geometry (same formula, charge and spin): 104.8 kcal/mol
Electronic energy: -320.7163 Ha



# C4H7N3

One molecule with the formula C4H7N3 (wB97M-V/def2-TZVPD, the OMol25 dataset).

```
14
Properties=species:S:1:pos:R:3
C -2.18 0.15 -0.10
C 0.18 0.64 0.06
C 1.56 0.05 -0.01
C 2.68 -0.48 -0.05
H -2.39 0.56 0.97
H -2.33 0.98 -0.94
H -2.82 -0.86 -0.18
H -0.63 -2.26 -0.56
H -1.10 -1.88 1.00
H 0.88 2.43 0.15
H 3.73 -0.87 -0.27
N -0.80 -0.33 -0.24
N -0.47 -1.62 0.19
N 0.02 1.92 0.12
```

Properties
Structure (SMILES): [H]/N=C(\C#C)N(C)N
Gap between HOMO and LUMO: 10.018 eV
Energy relative to the best compared isomer or geometry (same formula, charge and spin): 90.9 kcal/mol
Electronic energy: -320.7385 Ha



# C4H7N3

One molecule with the formula C4H7N3 (wB97M-V/def2-TZVPD, the OMol25 dataset).

```
14
Properties=species:S:1:pos:R:3
C -1.31 0.81 -0.10
N 0.41 -0.83 -0.06
C 0.16 0.69 0.03
N 1.60 -1.52 0.00
C -1.71 -0.62 0.16
C 1.14 1.57 0.10
N -0.76 -1.48 0.01
H 1.89 -1.85 -0.91
H 1.55 -2.34 0.60
H -1.63 1.15 -1.09
H -1.76 1.48 0.64
H -2.71 -0.94 0.39
H 2.16 1.26 0.25
H 0.96 2.63 -0.02
```

Properties
Structure (SMILES): C=C1CC=NN1N
Gap between HOMO and LUMO: 8.711 eV
Energy relative to the best compared isomer or geometry (same formula, charge and spin): 64.3 kcal/mol
Electronic energy: -320.7808 Ha



# C4H7N3

One molecule with the formula C4H7N3 (wB97M-V/def2-TZVPD, the OMol25 dataset).

```
14
Properties=species:S:1:pos:R:3
C 2.26 -0.27 0.29
N 1.49 0.15 -0.89
C 0.22 0.53 -0.59
N -0.64 1.44 -0.73
N -2.86 -0.36 -0.80
C -2.12 -0.43 0.23
C -0.88 0.39 0.33
H 1.62 -0.95 0.86
H 3.17 -0.80 0.00
H 2.53 0.56 0.96
H 1.96 0.85 -1.45
H -3.73 -0.87 -0.69
H -2.37 -0.98 1.15
H -0.65 0.74 1.34
```

Properties
Structure (SMILES): [H]/N=C/[C@@H]1N=C1NC
Gap between HOMO and LUMO: 10.203 eV
Energy relative to the best compared isomer or geometry (same formula, charge and spin): 56.7 kcal/mol
Electronic energy: -320.7929 Ha



# C4H7N3

One molecule with the formula C4H7N3 (wB97M-V/def2-TZVPD, the OMol25 dataset).

```
14
Properties=species:S:1:pos:R:3
C -1.23 -1.01 0.35
C 0.19 -0.61 0.05
N 0.78 -1.05 -1.10
N 1.52 1.44 0.13
C 0.48 0.62 0.63
C -1.79 0.38 0.19
N -2.53 1.22 -0.15
H 1.72 -0.69 -1.25
H 0.53 -1.98 -1.41
H 1.72 2.24 0.71
H 1.34 1.70 -0.84
H -1.34 -1.32 1.39
H -1.63 -1.71 -0.38
H 0.25 0.77 1.68
```

Properties
Structure (SMILES): N#CC/C(N)=C/N
Gap between HOMO and LUMO: 7.880 eV
Energy relative to the best compared isomer or geometry (same formula, charge and spin): 45.9 kcal/mol
Electronic energy: -320.8101 Ha



# C4H7N3

One molecule with the formula C4H7N3 (wB97M-V/def2-TZVPD, the OMol25 dataset).

```
14
Properties=species:S:1:pos:R:3
C -1.90 -0.92 0.15
C -0.66 -1.00 -0.26
C 0.20 1.35 0.02
C 1.62 -0.53 0.14
H -2.13 -0.15 0.95
H -2.68 -1.67 -0.07
H -0.39 -1.88 -0.94
H 1.17 1.76 0.33
H -1.87 1.68 -0.31
H 1.54 -1.60 0.65
H 2.79 0.87 -0.49
N 0.39 -0.02 -0.11
N -0.86 2.15 -0.06
N 2.78 -0.05 0.00
```

Properties
Structure (SMILES): [H]/N=C\N(C=C)/C=N\[H]
Gap between HOMO and LUMO: 10.112 eV
Energy relative to the best compared isomer or geometry (same formula, charge and spin): 52.8 kcal/mol
Electronic energy: -320.7991 Ha



# C4H7N3

A 2-piece molecular cluster, C4H7N3 overall (wB97M-V/def2-TZVPD, the OMol25 dataset).

```
14
Properties=species:S:1:pos:R:3
C 2.02 -0.12 0.76
C -0.44 1.02 -1.19
C -1.60 0.39 -0.53
C -0.65 -0.57 0.29
H 2.29 -1.26 0.45
H 1.83 0.10 2.20
H 2.55 0.93 0.30
H -0.65 1.57 -2.05
H -2.01 1.39 0.01
H -2.58 -0.21 -0.92
H -1.83 -1.44 1.59
N 0.77 -0.14 -0.01
N 0.71 0.87 -0.82
N -0.85 -1.51 1.18
```

Properties
Gap between HOMO and LUMO: 8.843 eV
Energy relative to the best compared isomer or geometry (same formula, charge and spin): 135.4 kcal/mol
Electronic energy: -320.6675 Ha



# C4H7N3

One molecule with the formula C4H7N3 (wB97M-V/def2-TZVPD, the OMol25 dataset).

```
14
Properties=species:S:1:pos:R:3
C 1.18 1.36 -0.73
C 0.02 1.27 0.23
C -1.41 -0.36 1.04
C -1.46 -1.61 0.47
N -0.19 -1.99 0.13
N 0.70 -1.07 0.35
N -0.07 -0.07 0.87
H 1.14 2.32 -1.24
H 2.12 1.24 -0.19
H 1.10 0.56 -1.47
H -0.01 2.02 1.01
H -0.92 1.36 -0.33
H -2.31 -2.16 0.12
H 0.11 -2.87 -0.26
```

Properties
Gap between HOMO and LUMO: 8.957 eV
Energy relative to the best compared isomer or geometry (same formula, charge and spin): 86.3 kcal/mol
Electronic energy: -320.7457 Ha



# C4H7N3

One molecule with the formula C4H7N3 (wB97M-V/def2-TZVPD, the OMol25 dataset).

```
14
Properties=species:S:1:pos:R:3
C 0.13 2.27 -0.33
C -2.12 -0.74 -0.33
C 1.78 -1.45 0.07
C -0.12 0.09 0.75
N 0.65 1.30 0.24
N -1.41 0.05 0.34
N 0.61 -1.31 0.39
H 0.90 3.06 -0.48
H -0.97 2.32 -0.63
H -3.10 -0.51 -0.61
H -1.53 -1.61 -0.70
H 1.99 -2.51 -0.09
H 2.64 -0.74 -0.06
H -0.10 0.16 1.81
```

Properties
Spin multiplicity: 3
Gap between HOMO and LUMO (alpha / beta): 6.546 / 7.616 eV
Energy relative to the best compared isomer or geometry (same formula, charge and spin): 55.4 kcal/mol
Electronic energy: -320.6256 Ha



# C4H7N3

An isolated ion of composition C4H7N3 and charge +2 (wB97M-V/def2-TZVPD, the OMol25 dataset).

```
14
Properties=species:S:1:pos:R:3
C 0.49 1.51 -0.09
C -1.62 0.18 0.05
C 2.10 -0.21 0.40
C -2.83 -0.48 0.13
N -0.61 0.75 -0.02
N 1.69 0.97 -0.02
N 2.40 -1.33 -0.10
H 0.34 2.58 -0.16
H -3.44 -0.27 -0.76
H -3.40 -0.15 1.02
H -2.70 -1.56 0.19
H 2.47 1.65 -0.04
H 2.76 -2.07 0.51
H 2.36 -1.58 -1.10
```

Properties
Gap between HOMO and LUMO (alpha / beta): 7.645 / 8.085 eV
Energy relative to the best compared isomer or geometry (same formula, charge and spin): 20.2 kcal/mol
Charge: +2
Electronic energy: -320.0829 Ha